(1)
ORCA calculation (ωB97M-V with the def2-TZVPD basis set) on a molecular structure, C32H36MnN6O11S at a distorted geometry.

Summary:
ΔE to the lowest compared entry with this formula, charge and spin = 0.331 eV
Total charge = +1
Total energy = -107378.1751 eV
Multiplicity = 5
⟨S²⟩ = 6.04

Geometry as XYZ:
```
87
C32H36MnN6O11S ωB97M-V with the def2-TZVPD basis set
H -0.52599 -5.03188 1.31851
C -5.26374 0.85334 -1.82298
N 0.46746 3.26205 -2.94592
O 3.59510 0.03178 -1.28886
H 5.61522 1.36829 3.15547
H -4.68682 -1.03755 0.22305
H -2.50180 -0.82372 -2.89168
C -4.15032 -1.00339 -0.76242
C -0.50014 3.10915 -4.10309
H -1.48718 2.28466 1.20682
C 1.36472 -1.48142 -0.65085
H 2.35730 4.01902 2.96636
C -1.25060 4.41820 -4.10785
O -0.82009 1.78484 -1.28902
C -1.53314 -2.67106 -3.40613
H 1.68376 -4.68986 4.95717
N -0.72259 -1.11248 -1.82301
C 0.76119 -2.86583 4.20919
H -2.24436 4.32242 -4.54988
O 0.72364 -6.98179 2.11269
H 5.62810 3.38371 4.41514
C 2.42663 -3.66135 -0.82974
C -0.27320 3.98866 -1.89305
H 3.11825 -4.33531 -0.37218
C -0.07487 -4.42821 2.10121
C 3.09606 1.47967 0.86630
C 1.05719 -4.21210 4.25395
H -4.77151 -1.10305 -2.77625
H 4.33983 4.55178 4.20516
C -1.59283 -1.46470 -2.74238
O -1.87977 3.45509 -0.22771
C 0.54464 -3.16235 -2.22643
H -2.20726 4.87188 -2.17110
C 2.31232 -2.40529 -0.21496
C 4.02763 2.73664 3.16935
C 4.55653 3.49747 4.36823
C 1.51517 -4.09930 -1.77350
H -1.09496 2.24986 -3.86265
H -0.10225 1.62114 1.76558
C 4.73417 1.66103 2.64525
C -1.03685 3.02601 -1.03286
C 0.08183 -2.30155 3.12905
N 0.91373 -6.39823 3.16351
O 0.68385 -0.88009 5.33583
H -6.18113 -1.09155 -1.68787
C 0.66898 -4.93321 3.16246
C -1.22261 4.88624 -2.64270
O 1.27769 -6.90418 4.20236
H 0.82897 2.37639 -2.56294
C -0.30991 -3.08916 2.06391
H 2.97923 -2.07932 0.56503
O 2.00503 1.89557 -1.37772
N 1.11062 -2.02430 5.32261
H -0.88892 5.93385 -2.60048
O -1.82832 -3.16658 0.20961
N -1.02245 1.39559 1.46144
S 2.50434 0.72011 -0.64097
O -1.14373 -1.20927 0.98643
H -0.68018 5.06484 -4.75212
C -0.48600 -3.52969 -3.09187
O 1.77973 -2.54969 6.18164
H -3.75310 2.10514 -0.73623
H 1.27627 3.87284 -3.24518
N 1.25366 -0.16390 -0.25683
H -2.31573 -2.89896 -4.16953
H -3.65475 -1.94838 -0.78441
C -3.85712 1.30251 -1.48309
H 1.44804 2.91081 0.92066
O -3.25364 0.12709 -0.89112
H 1.48608 -5.08263 -2.19239
C 4.28168 1.10251 1.48254
H 0.44947 4.51306 -1.26232
H -3.22305 1.58518 -2.33028
H -1.50504 1.01006 2.26328
H -6.01361 1.14538 -1.08045
H 4.85185 0.31380 1.00611
H -5.64826 1.28701 -2.75369
C -1.16546 -2.50090 0.95293
C 2.84141 3.17664 2.55459
H 0.03628 2.94036 -5.05097
C 2.36621 2.59334 1.40494
C 0.35850 -1.87950 -1.64271
C -5.18500 -0.68689 -1.85351
H -0.04187 -1.22825 3.11211
H -0.42044 -4.52316 -3.56958
H 4.07251 3.22518 5.26119
Mn -0.96029 0.17984 -0.25819
```

***

(2)
ORCA calculation (ωB97M-V with the def2-TZVPD basis set) on a molecular structure, C28H23NO6PSW.

Summary:
Total charge = +3
Total energy = -65105.9601 eV

Geometry as XYZ:
```
61
C28H23NO6PSW ωB97M-V with the def2-TZVPD basis set
C -0.98448 2.45049 -3.48900
C 3.58753 0.64961 -1.96016
H 1.43486 2.90902 -0.18638
C -1.85435 4.68900 -3.77891
H 2.15338 4.02666 1.88518
C -1.12575 1.95413 1.87415
C 2.04658 -2.93650 3.26406
C 0.46951 3.33406 3.02925
C 0.84395 2.80264 0.71773
H 4.28162 -0.19549 -0.15905
C -0.34419 2.05848 0.71898
C -2.20360 -0.85018 0.27421
H -2.12951 5.50381 -4.43505
C -0.42580 1.36548 -4.27205
H -5.24568 -2.20194 -0.30050
C -1.13856 2.55397 -2.08134
C 1.24583 3.43842 1.87606
H 2.26716 -2.33571 4.13646
N 2.39564 -1.00730 -0.72206
H 2.66279 -5.52451 4.89570
H -3.23356 -2.53970 1.08888
C 1.52783 -4.53140 1.02586
H 1.25770 -6.12644 2.40398
P -0.88270 1.30595 -0.78926
C -1.99890 4.80323 -2.41284
O 4.29826 1.38769 -2.47582
C 1.75420 -4.92831 4.77745
H -5.36936 -0.32281 -1.89409
C 1.48191 -5.07393 2.28798
O -0.30606 -0.04221 -3.17574
H 0.78391 3.84096 3.93214
H 0.91005 -5.60750 4.89289
C -4.47940 -0.46704 -1.29692
C 3.73062 -0.53982 -1.03719
C 1.75103 -4.29643 3.42434
C -1.33552 3.51724 -4.31932
H -1.19931 3.42897 -5.38957
O 2.60234 -3.42935 -1.58825
C -1.63257 3.74706 -1.57292
S 1.96553 -2.55972 -0.67450
C -0.70860 2.59873 3.02861
W 0.71921 -0.31658 -1.79175
H -1.31195 2.53700 3.92403
C -2.27738 0.21909 -0.63113
C -3.41442 0.40626 -1.42662
C -3.27400 -1.71768 0.38756
H 1.73140 -4.18722 5.57268
O 2.03329 0.83394 -2.23286
O 0.48945 -2.14830 -1.20785
H -1.32855 -0.99362 0.90060
C 1.81792 -3.16212 0.90316
O -0.05779 1.08134 -5.30804
H 1.36184 -5.14976 0.15275
H 4.34006 -1.28801 -1.55463
H -1.74918 3.87290 -0.50378
H -3.47757 1.23307 -2.12266
C 2.08091 -2.35446 2.01528
H 2.31974 -1.30477 1.90367
H -2.05601 1.40117 1.87044
H -2.39351 5.71227 -1.97819
C -4.40781 -1.52385 -0.39565
```

***

(3)
ORCA calculation (ωB97M-V with the def2-TZVPD basis set) on a molecular structure, C8H23O8PdS at a distorted geometry.

Summary:
Total energy = -39357.6742 eV
Multiplicity = 4
⟨S²⟩ = 3.76

Geometry as XYZ:
```
41
C8H23O8PdS ωB97M-V with the def2-TZVPD basis set
O -0.37102 2.93673 0.20011
H 2.93199 0.34178 0.70295
O -2.25511 1.79056 0.67902
H 5.04729 0.73381 -0.77688
H 4.04338 -0.59381 -1.12724
H 0.52845 -1.04799 2.65982
C 2.99877 0.99034 -0.17056
H -4.02819 -0.30371 -4.02696
H 3.31963 1.98409 0.14185
H -1.26103 -1.28172 4.16381
C 0.11476 -0.09280 2.98325
H -1.47102 0.50780 4.15591
C 1.02133 -2.05341 0.11983
C -3.61824 0.02938 -3.07350
H -2.04088 -0.49825 2.74085
H 1.74076 -1.73308 0.87342
H -1.65547 -0.96260 -3.34741
S -1.65380 3.14316 0.87097
H -0.87984 -1.94783 -0.34207
O -1.59938 3.53462 2.24501
C 0.66975 -3.55246 -0.07702
C 4.03072 0.49547 -1.08972
H 1.86941 1.32663 -1.76143
H -0.07260 -3.74803 -0.85082
O -1.33196 0.77326 -2.24836
Pd -0.54336 0.93030 -0.13100
H -3.99663 -0.60008 -2.26806
H 0.63834 0.19698 3.89428
H 1.53837 -1.77669 -0.79898
O -0.23381 -1.37684 0.08008
O 1.74263 1.12844 -0.83071
H -4.12251 0.99400 -3.13102
H 4.06394 0.96772 -2.07155
C -2.07371 0.03448 -3.20953
H 0.48012 1.74075 2.60183
H -1.89365 0.44180 -4.20441
H 1.60630 -4.09260 -0.21563
O -2.47964 4.10120 0.17711
H 0.27657 -4.03786 0.81623
C -1.31755 -0.38397 3.54822
O 0.23688 0.96043 2.09833
```

***

(4)
ORCA calculation (ωB97M-V with the def2-TZVPD basis set) on a molecular structure, C17H30AlNO2P2S at a distorted geometry.

Summary:
ΔE to the lowest compared entry with this formula, charge and spin = 2.314 eV
Total energy = -59710.1592 eV

Geometry as XYZ:
```
54
C17H30AlNO2P2S ωB97M-V with the def2-TZVPD basis set
C 3.66494 0.43473 -0.21322
C 1.02227 -0.31623 4.21588
H 3.88817 -0.31800 0.56070
Al -0.39344 0.57396 0.18820
H -1.47762 -4.35212 -4.65727
C 0.87832 2.26301 -3.46032
C 0.34440 1.74733 5.32212
C -0.77838 1.80188 4.50524
H -1.12595 1.95687 0.85248
H 0.18775 1.97134 -5.47921
H 1.32819 3.34846 -0.65128
H -1.48976 2.61475 4.59508
H 1.73194 -1.13100 4.09546
H 4.52832 1.12848 -0.30341
H -4.04647 -0.01078 0.85564
H 2.07997 0.60916 5.85540
H 1.00361 -0.99367 -0.27887
C 0.74122 1.88093 -2.13529
O -0.66476 -4.33248 -5.24866
H -1.94012 -3.16631 -0.58068
H 2.67332 2.61419 -1.63025
H -3.16183 -2.66253 0.61672
C 1.22406 0.67915 5.18554
H 3.52144 -0.09394 -1.16823
C -2.20445 -0.28333 -2.29338
H 0.49604 2.50690 6.09024
H 1.40329 2.59747 2.07114
C -0.79838 0.67924 -4.08455
O 0.93942 -6.03721 -0.23522
H 0.01443 -4.22964 -4.55005
C -0.08654 -0.21677 3.33606
H -4.87652 -0.18598 -0.76370
C -1.03329 0.79695 3.57062
C -3.96391 0.15006 -0.23090
H 1.43148 -5.57345 -0.91180
H 1.68314 -1.16511 0.07332
P -2.40176 -0.74386 -0.60268
H 1.66054 3.00097 -3.69546
H -2.81356 -0.74211 -3.05935
H 0.16215 -5.46011 -0.01517
H -1.46273 0.21237 -4.80792
N -0.19520 0.97530 -1.74900
P 2.00624 1.13409 0.24279
H -1.89654 0.84820 2.91583
C 2.33386 2.10366 1.75990
H -3.85703 1.22271 -0.47401
C -1.05149 0.41356 -2.70606
H 2.58220 1.38290 2.54905
C 1.72467 2.41364 -1.09881
H 3.14281 2.85621 1.69516
H -3.62272 -2.87767 -1.10218
S -0.32694 -1.16572 1.90498
C 0.09606 1.66568 -4.44653
C -2.82487 -2.52613 -0.42409
```

***

(5)
ORCA calculation (ωB97M-V with the def2-TZVPD basis set) on a single C4H8O3 molecule at a distorted geometry.

Summary:
ΔE to the lowest compared entry with this formula, charge and spin = 2.428 eV
SMILES string = C[C@H](O)CC(=O)O
Total energy = -10418.5758 eV

Geometry as XYZ:
```
15
C4H8O3 ωB97M-V with the def2-TZVPD basis set
H 2.89383 -0.51489 1.08235
C 2.40579 -0.84890 0.00314
H 2.43031 -1.98767 -0.04541
H 1.05417 -0.20329 -1.46253
O 1.15530 1.34830 0.01106
C -1.49911 -0.16260 -0.01818
H -0.63036 1.51212 0.49164
H 1.53626 1.90726 -0.79485
C 1.10790 -0.09228 -0.33991
O -1.53019 1.15518 0.11876
H -0.06244 -1.84291 0.77907
C -0.08326 -0.63320 0.51457
H 0.10204 -0.11522 1.56617
H 3.15396 -0.48848 -0.90498
O -2.38332 -0.98410 -0.33846
```

***

(6)
ORCA calculation (ωB97M-V with the def2-TZVPD basis set) on a single C8H12ClN molecule at a distorted geometry.

Summary:
ΔE to the lowest compared entry with this formula, charge and spin = 3.020 eV
SMILES string = CN(C)C1(Cl)C=CCC=C1
Total energy = -22500.1276 eV

Geometry as XYZ:
```
22
C8H12ClN ωB97M-V with the def2-TZVPD basis set
N 1.18192 -0.08318 0.94767
H -1.48517 2.02482 -1.67337
C -0.67367 1.19056 -0.03801
H 1.48185 2.04767 1.36699
H 1.40477 -1.40838 -0.70986
C -0.67301 -1.29165 -0.00636
H 1.21972 0.95559 2.85633
Cl -1.04722 -0.18464 2.41929
C -1.42865 1.07910 -1.12445
C -2.15805 -0.12262 -1.59005
H -0.11136 2.01966 0.27938
H -3.22222 0.05375 -1.44556
C 1.62258 1.06520 1.71248
H -2.15476 -0.36380 -2.76027
H 2.27476 -0.02227 -0.92342
H -0.22340 -2.06234 0.52994
C -0.26515 -0.02735 0.71536
H 2.90609 -1.23982 0.42093
C -1.49341 -1.36738 -1.05112
H -1.77264 -2.38143 -1.61754
C 1.96871 -0.78236 -0.08639
H 2.64828 0.90084 1.77804
```

***

Number 2 is which compound?
C28H23NO6PSW